Entry 1:
110
Properties=species:S:1:pos:R:3:forces:R:3:mulliken_charge:R:1 method="wB97M-V/def2-TZVPD" homo_energy_ev="-15.03 / -15.15" multiplicity=1 de_lowest_ev=1.705 homo_lumo_gap_ev="4.3 / 4.2" total_charge=+3
W 0.1979 0.8597 1.2186 -1.592 0.144 0.327 1.09
C -1.1313 -3.0176 -2.5095 0.069 -0.062 0.092 -1.70
C -0.2312 -3.8606 -1.6040 0.021 0.497 0.428 2.13
C -1.0779 -4.9252 -0.9119 0.073 0.051 -0.005 -1.91
C 0.8427 -4.5292 -2.4604 -0.018 0.043 0.082 -1.83
P 0.4506 -2.6185 -0.2780 1.075 -0.380 -0.130 1.28
C 1.8463 -1.7884 -1.2194 -0.193 -0.419 0.360 -1.57
N 1.3843 -0.4907 -1.6597 0.045 -0.316 0.140 0.98
B 0.5844 0.4504 -0.9108 -0.728 0.146 -0.728 -0.20
N 0.3332 1.5146 -1.8583 -0.287 0.421 -0.057 0.74
C -0.4880 2.6896 -1.6787 -0.069 0.196 0.323 -1.74
P -1.7200 2.3415 -0.3127 0.701 -0.137 -1.192 1.20
C -2.4156 4.0769 0.2283 0.277 -0.408 0.477 1.91
C -2.6524 4.0088 1.7390 0.064 -0.035 0.061 -1.54
C -3.7298 4.4757 -0.4387 -0.012 -0.224 -0.169 -1.95
C -1.4039 5.1641 -0.1235 0.144 -0.020 0.034 -1.80
C -3.0563 1.3143 -1.2296 0.213 -0.353 0.467 1.82
C -4.1639 0.9737 -0.2322 0.075 0.084 0.086 -1.63
C -2.4082 0.0040 -1.6794 0.035 0.091 0.181 -2.10
C -3.6539 1.9723 -2.4742 0.155 0.337 0.133 -1.70
C 1.0723 1.3087 -2.9968 0.030 -0.441 0.329 0.42
C 1.2813 2.1311 -4.0984 0.100 0.095 -0.318 -0.95
C 2.1086 1.6663 -5.0996 -0.276 0.221 0.196 -1.02
C 2.7239 0.4096 -5.0053 -0.087 -0.264 0.216 -0.86
C 2.5466 -0.4050 -3.9037 0.079 -0.059 -0.276 -1.23
C 1.7154 0.0478 -2.8842 -0.347 0.465 0.301 0.44
C 1.3689 -3.5179 1.1517 -0.331 0.438 -0.318 2.00
C 2.3485 -4.5693 0.6470 -0.064 -0.032 0.026 -1.83
C 0.3358 -4.1359 2.0945 0.015 0.047 -0.150 -1.83
C 2.1041 -2.4354 1.9426 -0.306 0.049 -0.216 -2.36
H -1.4180 -3.6136 -3.3739 -0.051 -0.074 -0.088 0.67
H -0.6271 -2.1260 -2.8796 0.042 0.124 -0.058 0.12
H -2.0386 -2.7279 -1.9873 -0.115 0.112 0.034 0.31
H -1.6926 -5.4231 -1.6604 -0.044 -0.052 -0.073 0.55
H -1.7525 -4.4956 -0.1721 -0.104 -0.003 0.073 0.28
H -0.4638 -5.6874 -0.4404 0.028 -0.066 0.115 0.37
H 0.3485 -5.3194 -3.0252 -0.020 -0.062 -0.092 0.52
H 1.6352 -4.9976 -1.8865 0.087 -0.010 0.043 0.32
H 1.2726 -3.8475 -3.1919 0.056 0.027 -0.033 0.47
H 2.1274 -2.3999 -2.0777 -0.004 0.118 0.083 0.65
H 2.7325 -1.6840 -0.5830 -0.151 -0.079 -0.122 0.02
H -0.9951 2.9469 -2.6146 0.026 -0.023 0.143 0.59
H 0.1229 3.5523 -1.3825 -0.093 -0.111 -0.036 0.54
H -3.5635 3.4606 1.9627 -0.142 -0.089 0.036 0.31
H -2.7714 5.0184 2.1255 -0.084 0.125 0.005 0.58
H -1.8261 3.5545 2.2775 0.047 0.007 0.054 0.11
H -4.5334 3.7650 -0.2844 -0.073 -0.069 -0.032 0.31
H -3.6045 4.6692 -1.4989 -0.042 0.018 -0.126 0.45
H -4.0524 5.4087 0.0225 0.075 0.084 0.068 0.55
H -0.4333 5.0293 0.3401 0.095 -0.032 -0.044 0.20
H -1.7948 6.1120 0.2415 -0.109 0.072 0.032 0.55
H -1.2950 5.2617 -1.2003 0.093 0.064 -0.113 0.45
H -4.9826 0.4883 -0.7590 -0.068 -0.076 -0.080 0.63
H -4.5715 1.8477 0.2653 -0.080 0.072 0.094 0.24
H -3.7992 0.2845 0.5242 -0.012 -0.070 0.066 0.20
H -1.8908 -0.4960 -0.8574 -0.022 -0.072 -0.150 -0.15
H -1.7156 0.1601 -2.5001 0.137 -0.044 -0.108 0.17
H -3.1944 -0.6528 -2.0425 -0.148 -0.098 -0.033 1.09
H -4.2770 2.8259 -2.2449 -0.041 0.087 -0.037 0.45
H -4.2931 1.2372 -2.9608 -0.006 -0.132 -0.003 0.51
H -2.8972 2.2634 -3.1986 0.034 0.045 -0.089 0.29
H 0.8219 3.1041 -4.1679 -0.070 0.126 -0.039 0.59
H 2.2843 2.2789 -5.9697 0.025 0.047 -0.083 0.49
H 3.3488 0.0755 -5.8182 0.114 -0.048 -0.031 0.54
H 3.0527 -1.3550 -3.8538 0.072 -0.139 0.064 0.61
H 1.8281 -5.4527 0.2882 -0.002 -0.070 -0.117 0.36
H 2.9854 -4.8872 1.4698 0.091 -0.060 0.126 0.52
H 2.9933 -4.1854 -0.1402 0.103 -0.008 -0.092 0.30
H -0.3381 -4.8147 1.5873 -0.132 -0.110 -0.026 0.38
H -0.2453 -3.3601 2.5923 -0.088 0.030 0.074 0.28
H 0.8495 -4.7063 2.8631 0.108 -0.078 0.151 0.54
H 3.0098 -2.0989 1.4460 0.061 0.096 -0.090 0.35
H 2.3981 -2.8333 2.9115 0.000 -0.072 0.175 0.75
H 1.4280 -1.5788 2.1149 0.289 -0.327 -0.010 0.68
O -4.6903 -0.1621 3.9477 -0.260 0.162 0.250 -0.50
C -3.6317 -0.3021 3.1886 0.867 0.042 -0.608 0.55
C -3.2969 -1.4941 2.5149 0.208 0.230 -0.020 -1.17
C -2.1540 -1.5361 1.7547 0.030 -0.470 -0.258 -0.28
N -1.3418 -0.4703 1.6368 -0.211 1.600 0.488 2.12
C -1.6451 0.7155 2.2344 -0.748 -1.367 -0.333 0.14
Br 0.8200 3.1981 1.8733 -0.471 -0.437 -0.146 -0.26
C -2.7811 0.8090 3.0193 0.123 0.650 0.222 -2.25
H -5.2400 -0.9580 4.0206 0.096 0.050 -0.059 0.41
H -3.9352 -2.3612 2.5972 0.034 -0.151 -0.070 0.52
H -1.8741 -2.4311 1.2121 0.066 0.045 0.037 0.00
H -3.0375 1.7232 3.5339 -0.020 0.103 -0.008 0.70
Br 5.9363 1.4052 -3.6350 -0.208 -0.020 0.533 -0.05
C 4.9074 1.2715 -2.0423 0.155 -0.005 -0.202 -0.65
C 3.8744 2.1750 -1.8147 0.329 -0.106 -0.094 -0.37
C 3.0602 2.0284 -0.7107 -0.072 -0.019 0.322 -0.01
C 3.2508 0.9639 0.1736 0.733 0.382 -1.069 -0.62
C 4.3577 0.1302 -0.0059 -0.448 0.141 0.314 0.12
C 5.1770 0.2777 -1.1089 0.107 0.254 -0.328 -0.94
N 2.3448 0.7598 1.2565 1.571 -0.026 2.722 0.71
C 2.9338 0.7378 2.4545 -0.643 0.191 -2.686 -0.35
C 2.1495 0.5778 3.6101 -1.436 -0.328 1.815 0.34
C 2.6979 0.6941 4.9041 0.023 0.005 -1.523 -0.96
C 1.8853 0.5782 6.0029 -1.127 -0.308 0.197 -0.62
C 0.5366 0.2638 5.7920 1.209 0.214 0.424 -0.98
C 0.0657 0.1349 4.5071 -0.246 -0.071 -1.319 -0.10
N 0.8090 0.3336 3.3945 1.198 0.152 1.006 -0.14
H 3.7159 2.9864 -2.5070 -0.018 0.112 -0.027 0.68
H 2.2944 2.7696 -0.5201 -0.007 -0.110 -0.026 0.15
H 4.5808 -0.6426 0.7158 -0.031 -0.165 0.046 0.50
H 6.0265 -0.3715 -1.2428 0.081 -0.127 -0.034 0.53
H 3.9997 0.9072 2.5442 0.092 -0.080 -0.133 0.67
H 3.7511 0.8984 5.0005 0.191 0.026 0.039 0.58
H 2.2751 0.6964 6.9992 0.072 0.028 0.173 0.52
H -0.1318 0.1194 6.6235 -0.127 -0.046 0.091 0.55
H -0.9714 -0.1389 4.3588 0.140 0.094 -0.070 0.49



Entry 2:
44
Properties=species:S:1:pos:R:3:forces:R:3:mulliken_spin:R:1 method="wB97M-V/def2-TZVPD" s_squared=3.75 homo_energy_ev="-5.17 / -7.07" multiplicity=4 de_lowest_ev=1.270 homo_lumo_gap_ev="7.8 / 9.7" total_charge=-1
V -0.3792 0.4838 0.2415 -0.263 1.822 0.998 2.79
C 3.8865 -0.6819 0.3489 -1.036 1.954 -1.105 0.00
F 5.0943 -0.5135 -0.1468 0.460 0.275 0.337 0.00
F 3.5010 -1.8962 0.0296 -0.302 -0.394 0.673 0.00
F 3.8229 -0.4095 1.6406 0.488 -0.946 0.144 0.00
S 2.6520 0.5773 -0.5016 -1.721 -0.741 -0.826 0.00
O 3.3710 1.5220 -1.3321 -0.275 -0.526 1.553 0.00
O 1.7537 -0.3005 -1.2436 -0.071 0.247 0.918 0.01
N 1.6082 1.1600 0.7543 3.210 -0.851 -1.439 0.02
S 2.3171 2.4858 1.3093 -1.444 2.510 0.674 0.01
O 3.7229 2.4018 1.5537 0.672 -0.414 -0.390 0.00
O 1.7832 3.6099 0.5561 0.674 -0.691 1.158 0.00
C 1.6669 2.5715 3.0913 -0.784 0.032 -1.123 0.01
F 1.9970 1.4958 3.8118 0.188 0.048 -0.177 0.00
F 2.1697 3.6556 3.6843 0.063 -0.133 -0.082 0.00
F 0.3475 2.6619 3.0357 0.118 0.069 0.344 0.00
C -4.3901 -0.3113 -1.8384 1.309 -0.570 1.225 0.00
F -3.8094 -0.2985 -3.0265 -0.208 0.220 -0.046 0.00
F -4.7049 0.9099 -1.4582 0.086 0.489 -0.271 0.00
F -5.4769 -1.0368 -1.8474 -0.731 -0.562 -0.387 0.00
S -3.2725 -1.0573 -0.4241 0.496 0.239 1.997 0.04
O -3.5737 -0.2195 0.7069 0.377 0.024 -1.061 0.01
O -3.5693 -2.4515 -0.2035 0.216 0.481 -0.986 0.00
N -1.6016 -0.7800 -0.8818 -4.051 -1.685 -0.480 0.03
S -1.2679 -1.8314 -2.0640 2.043 0.516 -2.657 0.01
O -2.3675 -2.5643 -2.6645 0.845 0.596 1.200 0.00
O -0.3693 -1.1659 -3.0038 -0.810 -0.783 1.251 0.00
C -0.1590 -3.0946 -1.1761 -0.453 -0.230 0.562 0.00
F -0.8902 -4.1658 -0.8444 0.085 -0.102 -0.467 0.00
F 0.8924 -3.4715 -1.8987 -0.437 0.106 -0.093 0.00
F 0.2914 -2.6083 -0.0133 0.206 0.311 -0.224 0.01
F -1.7059 1.6216 1.5042 1.476 -1.168 -1.282 0.01
C 0.6706 -1.6488 2.8279 -0.338 -0.589 -0.088 0.01
O -0.2170 -0.8518 2.0361 0.127 0.481 0.518 -0.01
H 1.6114 -1.7772 2.2984 -0.287 -0.372 -0.325 0.00
H 0.9740 -1.3061 3.8225 -0.523 0.877 -0.135 0.00
H 0.0807 -2.5529 2.9953 0.846 -0.544 -0.085 0.00
H -1.0911 -0.9495 2.4326 -0.133 0.506 -0.220 0.01
C -1.2233 2.0222 -2.5341 0.359 0.854 0.399 0.03
O -0.3235 2.2270 -1.4185 -0.341 -0.812 -0.040 0.01
H -0.6550 1.6496 -3.3838 -0.308 -0.346 -0.038 0.00
H -2.0063 1.3554 -2.1988 0.092 -0.144 -0.217 -0.02
H -1.6635 2.9922 -2.7766 -0.096 -0.061 -0.131 0.00
H 0.5025 2.5414 -1.8004 0.178 0.008 0.423 0.00